No. 1
Density functional theory data (ωB97M-V with the def2-TZVPD basis set) for a 9-piece molecular cluster, C69H149N7O9 overall in a non-equilibrium geometry.

Summary:
Net charge = 0
SMILES = CC1(C)CCCC(C)(C)N1O.CC1(C)CCCC(C)(C)N1O.CC1(C)CCCC(C)(C)N1O.CC1(C)CCCC(C)(C)N1O.CC1(C)CCCC(C)(C)N1O.CC1(C)CCCC(C)(C)N1O.CC1(C)CCCC(C)(C)N1O.CC(C)O.CC(C)O
Energy above the lowest of the compared OMol25 structures with the same formula, charge and spin = 13.8 kcal/mol
Frontier orbital gap = 8.56 eV
LUMO energy = 0.412 eV
HOMO energy = -8.1433 eV

Geometry as XYZ:
```
234
Properties=species:S:1:pos:R:3:forces:R:3:lowdin_charge:R:1
C 3.401 -2.010 1.812 -0.08 -0.77 0.83 -0.006
C 4.379 -3.182 2.140 -1.76 -0.82 -0.27 -0.472
C 5.636 -2.702 2.817 0.92 0.62 0.59 -0.045
C 3.575 -4.179 3.079 2.50 1.19 0.89 -0.136
C 2.531 -4.959 2.404 -0.85 0.14 -0.83 -0.216
C 3.182 -5.751 1.292 0.45 0.80 -0.36 -0.117
C 3.835 -4.796 0.253 -0.57 -0.38 -0.45 -0.473
C 4.589 -5.610 -0.814 -0.60 -1.81 0.09 -0.045
C 2.726 -4.000 -0.509 0.11 0.20 -0.07 -0.024
N 4.840 -3.968 0.971 -0.59 -0.26 -0.38 -0.068
O 5.311 -3.053 -0.020 -1.18 0.43 -0.19 -0.033
H 2.340 -2.301 1.764 0.43 -0.04 0.48 0.058
H 3.563 -1.302 2.611 -0.34 0.49 0.25 0.068
H 3.558 -1.513 0.891 0.66 0.38 -0.93 0.038
H 5.449 -2.186 3.770 -0.25 -0.02 -0.27 0.085
H 6.306 -3.535 3.074 -0.26 0.05 -0.27 0.090
H 6.215 -1.989 2.192 -0.43 -0.37 0.23 0.089
H 4.296 -4.922 3.414 0.43 -0.04 0.22 0.114
H 3.330 -3.624 4.007 -0.42 -0.17 -0.61 0.133
H 2.057 -5.649 3.060 -0.42 -0.53 0.87 0.109
H 1.740 -4.309 2.050 -0.32 0.06 -0.35 0.082
H 2.468 -6.443 0.829 0.32 0.14 -0.11 0.123
H 4.009 -6.285 1.765 -0.08 -0.47 -0.21 0.123
H 4.888 -5.029 -1.659 0.21 0.57 -0.45 0.063
H 3.970 -6.458 -1.219 0.00 0.96 0.34 0.096
H 5.458 -6.173 -0.458 0.10 0.53 0.44 0.084
H 2.072 -3.379 0.097 0.03 -0.22 0.32 0.038
H 2.073 -4.695 -1.044 0.15 -0.12 0.01 0.084
H 3.131 -3.301 -1.249 0.26 -0.28 0.04 0.080
H 6.243 -3.043 0.079 1.39 -0.17 0.17 0.083
C -5.486 -7.396 -2.126 -0.49 0.16 -1.08 -0.033
C -4.071 -6.902 -2.431 -0.16 -0.68 -0.61 -0.519
C -3.773 -6.895 -3.945 -0.37 0.07 0.13 -0.013
C -3.881 -5.517 -1.905 -0.91 0.79 -0.65 -0.157
C -2.455 -5.160 -1.796 2.13 0.81 -0.41 -0.186
C -1.755 -6.127 -0.882 -0.16 0.25 1.34 -0.144
C -1.826 -7.526 -1.416 0.95 -0.55 -0.04 -0.533
C -0.917 -7.724 -2.651 0.54 0.11 -0.06 -0.017
C -1.361 -8.505 -0.326 -0.17 0.99 0.16 -0.027
N -3.239 -7.809 -1.626 -0.16 -0.47 -0.09 -0.087
O -3.350 -9.104 -2.219 0.25 -0.21 -0.39 -0.034
H -5.558 -7.663 -1.084 -0.03 -0.04 0.40 0.080
H -6.266 -6.646 -2.349 0.40 -0.24 -0.07 0.094
H -5.665 -8.288 -2.736 -0.25 0.14 0.18 0.083
H -4.664 -6.619 -4.496 -0.35 0.10 -0.02 0.084
H -3.032 -6.154 -4.204 0.33 0.13 -0.02 0.066
H -3.459 -7.842 -4.341 0.17 -0.57 0.03 0.074
H -4.386 -4.792 -2.553 -0.13 -0.22 -0.13 0.138
H -4.422 -5.486 -0.989 -0.11 0.34 1.27 0.112
H -1.949 -5.226 -2.796 -0.53 0.24 0.70 0.116
H -2.251 -4.139 -1.451 -0.49 -0.30 -0.15 0.072
H -2.296 -6.126 0.095 0.48 0.03 -0.55 0.107
H -0.708 -5.867 -0.661 -0.22 0.02 -0.23 0.128
H -1.309 -8.555 -3.221 0.19 -0.41 -0.07 0.072
H 0.144 -7.927 -2.357 -0.90 0.04 -0.09 0.098
H -0.875 -6.887 -3.354 -0.16 0.11 0.28 0.069
H -0.440 -8.170 0.140 0.14 0.38 0.14 0.077
H -1.098 -9.427 -0.777 -0.22 -1.24 -0.22 0.065
H -2.147 -8.567 0.437 0.26 -0.30 -0.15 0.094
H -3.824 -9.678 -1.610 -0.01 0.33 0.31 0.108
C 3.626 0.141 -2.909 -0.60 -2.01 -0.35 -0.023
C 3.907 1.104 -1.798 -0.38 1.19 0.29 -0.497
C 2.583 1.482 -1.042 1.76 -0.83 0.86 -0.011
C 4.910 0.526 -0.776 -0.73 -0.25 -0.20 -0.139
C 6.269 0.394 -1.365 1.88 -1.26 -1.27 -0.202
C 6.751 1.775 -1.738 -0.19 -0.28 -0.87 -0.132
C 5.829 2.477 -2.763 0.44 1.62 1.71 -0.548
C 6.133 4.019 -2.752 0.95 -0.73 -0.42 -0.026
C 6.055 1.964 -4.123 1.59 -0.53 -2.17 -0.051
N 4.483 2.394 -2.234 -1.40 0.22 -0.30 -0.076
O 3.563 2.935 -3.242 0.72 -0.93 0.29 -0.026
H 2.920 0.448 -3.693 0.28 0.48 0.35 0.078
H 4.521 -0.260 -3.413 -0.36 0.25 0.31 0.074
H 3.123 -0.729 -2.418 0.36 0.31 -0.40 0.092
H 1.685 1.460 -1.637 -0.14 0.68 -0.45 0.056
H 2.426 0.661 -0.332 -0.01 0.15 0.20 0.062
H 2.826 2.400 -0.450 -0.78 -0.54 -0.61 0.103
H 4.931 1.222 0.063 0.07 -0.02 0.22 0.120
H 4.580 -0.443 -0.417 -0.32 -0.06 0.02 0.089
H 7.032 -0.066 -0.700 -0.65 0.32 0.14 0.121
H 6.338 -0.300 -2.247 -0.56 0.54 0.61 0.120
H 7.755 1.792 -2.153 0.20 -0.08 0.09 0.124
H 6.747 2.230 -0.775 0.16 1.34 0.51 0.108
H 5.550 4.491 -3.558 0.15 0.10 0.56 0.082
H 7.211 4.224 -2.940 -0.58 -0.29 -0.13 0.089
H 5.950 4.409 -1.755 -0.45 0.19 -0.07 0.076
H 6.122 0.875 -4.202 -0.39 0.09 0.05 0.074
H 7.070 2.290 -4.450 -0.47 -0.08 0.27 0.100
H 5.401 2.370 -4.904 -0.23 -0.21 0.46 0.094
H 3.323 3.768 -2.857 -0.29 0.65 0.28 0.087
C -0.674 -2.806 3.557 -0.75 0.27 0.24 -0.016
C -1.481 -3.217 4.791 -1.85 -0.78 0.06 -0.502
C -0.632 -3.479 6.019 1.41 1.50 -0.05 -0.030
C -2.560 -2.186 5.161 -0.40 0.92 -1.80 -0.120
C -3.712 -2.054 4.110 -0.21 -0.30 -0.23 -0.153
C -4.370 -3.433 4.068 -0.09 0.79 0.70 -0.161
C -3.395 -4.533 3.657 -0.16 -0.03 0.56 -0.527
C -4.147 -5.815 3.950 -0.25 -0.81 0.24 -0.053
C -3.038 -4.541 2.168 -1.08 -0.31 -0.63 -0.020
N -2.288 -4.472 4.626 1.31 -0.52 -0.56 -0.058
O -1.319 -5.451 4.155 -0.25 -0.01 0.03 -0.043
H -0.113 -1.931 3.875 0.43 0.08 -0.28 0.087
H -0.037 -3.613 3.198 0.09 0.13 0.11 0.070
H -1.355 -2.488 2.749 0.38 -0.16 0.29 0.056
H -0.042 -4.369 5.941 -0.02 -0.76 -0.05 0.070
H 0.145 -2.694 6.106 -0.34 -0.02 -0.11 0.092
H -1.166 -3.423 6.958 -0.41 -0.35 0.04 0.081
H -2.983 -2.456 6.107 -0.28 -0.09 0.58 0.107
H -2.118 -1.211 5.224 0.56 0.59 0.42 0.111
H -4.473 -1.266 4.335 0.70 -0.56 0.34 0.120
H -3.368 -1.774 3.097 0.29 -0.13 0.37 0.091
H -5.303 -3.493 3.507 0.18 0.10 -0.38 0.120
H -4.667 -3.606 5.115 0.01 -0.33 -0.24 0.124
H -5.136 -5.739 3.497 -0.17 -0.07 0.24 0.091
H -4.196 -5.991 5.027 -0.37 0.24 -0.02 0.092
H -3.718 -6.720 3.533 0.45 -0.01 -0.24 0.075
H -3.727 -3.862 1.650 0.12 0.00 -0.09 0.090
H -3.262 -5.550 1.769 0.30 0.60 0.14 0.072
H -2.041 -4.277 1.862 0.40 0.01 0.28 0.056
H -1.418 -6.189 4.762 -0.05 -0.05 0.13 0.100
C -3.031 1.300 0.042 -1.75 -0.64 1.16 -0.034
C -1.644 1.300 -0.489 1.72 0.47 -1.75 -0.499
C -1.456 2.588 -1.355 0.58 -0.42 0.78 -0.018
C -0.626 1.351 0.627 -0.49 0.26 1.91 -0.126
C -0.385 0.003 1.307 0.06 -0.05 -0.33 -0.156
C -0.009 -1.063 0.313 0.36 -0.23 -0.11 -0.162
C -1.044 -1.225 -0.745 -0.44 1.39 -0.69 -0.532
C -0.524 -2.189 -1.774 0.32 0.47 -0.31 -0.025
C -2.308 -1.798 -0.211 -1.08 -0.59 1.08 -0.037
N -1.213 0.152 -1.379 -1.15 -0.84 0.08 -0.012
O -2.319 -0.091 -2.287 0.61 1.01 -1.10 -0.058
H -3.311 2.287 0.456 0.16 -0.34 -0.50 0.081
H -3.805 0.958 -0.658 0.38 0.38 -0.11 0.099
H -3.146 0.625 0.900 0.15 0.12 -0.03 0.070
H -2.081 2.597 -2.265 0.25 0.19 0.60 0.072
H -1.655 3.415 -0.656 -0.18 -0.09 -0.82 0.053
H -0.384 2.698 -1.607 -0.53 -0.15 -0.18 0.082
H 0.360 1.730 0.343 -0.33 0.18 -0.31 0.100
H -1.052 2.021 1.434 0.61 -0.29 -0.87 0.129
H 0.490 0.147 1.919 0.04 -0.04 0.95 0.093
H -1.261 -0.366 1.883 0.62 0.46 -0.07 0.107
H 0.178 -2.009 0.826 -0.15 -0.15 -0.01 0.106
H 0.878 -0.877 -0.291 0.56 0.52 0.53 0.106
H 0.386 -1.813 -2.251 0.03 -0.05 0.05 0.090
H -1.265 -2.388 -2.533 -0.13 -0.20 -0.22 0.084
H -0.303 -3.070 -1.192 0.27 -0.68 -0.24 0.075
H -3.061 -2.002 -0.945 -0.33 0.21 -0.76 0.087
H -2.812 -1.206 0.564 0.38 -0.30 -0.06 0.069
H -2.079 -2.793 0.176 0.05 0.11 0.40 0.068
H -2.060 0.422 -3.090 -0.30 -0.54 0.67 0.094
C -3.852 9.125 -2.928 0.83 0.58 0.23 -0.042
C -4.003 7.836 -3.744 -0.31 -0.33 0.81 -0.536
C -5.180 8.007 -4.705 0.45 0.42 0.02 -0.028
C -2.731 7.369 -4.460 -0.76 -0.36 -1.05 -0.106
C -2.800 5.884 -4.913 0.71 0.88 -0.46 -0.176
C -3.065 5.034 -3.742 -1.58 -1.33 1.05 -0.173
C -4.421 5.389 -3.087 -0.38 -0.09 0.94 -0.451
C -5.667 5.090 -3.936 -0.94 -1.03 0.23 -0.042
C -4.480 4.465 -1.813 0.71 0.31 -1.15 -0.034
N -4.264 6.843 -2.695 -0.33 -1.47 0.76 -0.078
O -5.447 7.314 -2.018 -0.08 -1.09 0.81 -0.057
H -4.840 9.505 -2.599 0.75 -0.31 -0.10 0.085
H -3.179 8.945 -2.046 -0.76 0.12 -0.72 0.102
H -3.377 9.907 -3.523 0.00 0.07 -0.17 0.077
H -5.437 7.080 -5.170 0.07 -0.34 -0.66 0.043
H -6.058 8.277 -4.121 -0.03 0.42 -0.18 0.083
H -4.898 8.761 -5.460 -0.46 -0.21 0.30 0.099
H -2.628 7.999 -5.348 0.29 0.07 0.10 0.119
H -1.870 7.468 -3.836 0.62 0.34 0.59 0.109
H -3.594 5.779 -5.660 0.38 -0.16 -0.15 0.107
H -1.820 5.542 -5.290 -0.44 0.49 -0.49 0.110
H -2.346 5.209 -2.948 0.44 0.06 0.00 0.113
H -3.047 3.928 -3.935 -0.01 0.89 -0.16 0.132
H -6.526 5.766 -3.814 0.72 0.35 -0.07 0.084
H -6.163 4.141 -3.633 0.73 0.19 -0.08 0.085
H -5.417 4.960 -4.983 -0.14 0.19 -0.29 0.067
H -5.282 4.695 -1.122 -0.26 -0.15 -0.03 0.077
H -3.526 4.583 -1.332 0.27 0.28 0.70 0.038
H -4.458 3.398 -2.137 -0.57 0.76 0.14 0.093
H -5.332 7.006 -1.089 0.13 0.40 -0.92 0.112
C 4.148 1.718 3.557 -0.78 1.04 0.08 -0.020
C 3.132 2.711 4.183 1.29 0.24 -0.09 -0.523
C 1.706 2.271 3.953 -0.24 -1.10 -0.69 -0.019
C 3.427 2.788 5.658 1.04 0.17 0.23 -0.170
C 2.700 3.862 6.390 -0.53 -0.14 1.65 -0.198
C 3.175 5.169 5.833 -1.11 1.18 -0.53 -0.138
C 2.994 5.229 4.292 0.93 1.61 0.53 -0.508
C 1.557 5.576 4.004 -1.24 1.38 -1.04 -0.052
C 3.797 6.446 3.773 -0.02 -0.53 -0.07 -0.041
N 3.544 4.040 3.638 -0.36 -0.92 -0.13 -0.058
O 3.211 4.022 2.229 -0.94 0.43 0.82 -0.031
H 5.160 2.096 3.748 -0.22 -0.03 -0.35 0.093
H 4.066 0.761 4.043 -0.19 -0.59 -0.10 0.068
H 3.877 1.702 2.494 0.55 -0.52 0.13 0.070
H 1.471 2.170 2.875 0.06 0.31 0.47 0.078
H 1.575 1.248 4.379 0.10 0.63 -0.16 0.103
H 0.996 2.922 4.441 -0.29 0.19 -0.03 0.063
H 3.347 1.817 6.089 -0.37 -0.84 0.43 0.117
H 4.473 3.060 5.747 0.53 -0.15 -0.04 0.124
H 1.623 3.672 6.363 -0.09 0.48 -0.31 0.109
H 2.915 3.859 7.481 0.10 -0.26 -0.56 0.126
H 4.189 5.390 6.167 0.20 -0.25 -0.26 0.121
H 2.553 6.025 6.188 0.46 -0.58 -0.02 0.133
H 1.416 6.675 3.746 0.30 -1.30 0.31 0.112
H 0.786 5.371 4.721 -0.01 -0.29 1.09 0.072
H 1.205 5.030 3.164 -0.16 -0.36 -1.17 0.048
H 3.641 6.514 2.706 -0.06 0.20 -0.36 0.076
H 4.858 6.383 3.949 0.48 -0.37 0.15 0.077
H 3.462 7.361 4.238 -0.29 0.25 0.16 0.078
H 4.051 4.005 1.791 0.79 0.07 -0.25 0.087
C -1.256 5.920 0.797 0.37 -0.45 0.48 -0.033
C -2.346 4.981 1.309 -0.43 1.00 -0.45 -0.499
C -2.148 4.616 2.740 0.77 0.14 0.88 -0.063
O -3.591 5.737 1.177 0.25 -0.90 0.19 -0.070
H -0.237 5.545 0.973 -0.32 -0.21 0.10 0.079
H -1.340 6.843 1.383 -0.07 -0.02 -0.33 0.090
H -1.317 6.119 -0.264 -0.34 0.19 -0.25 0.068
H -2.475 4.049 0.760 0.28 0.24 -0.31 0.070
H -3.005 4.067 3.103 -0.39 -0.06 0.27 0.076
H -2.014 5.548 3.328 -0.01 -0.68 -0.09 0.099
H -1.286 3.931 2.868 -0.18 0.51 -0.03 0.074
H -4.265 5.087 1.432 -0.06 0.50 -0.12 0.084
C 0.080 0.172 -5.770 0.49 -1.33 -0.22 -0.059
C 0.170 1.603 -5.279 1.10 0.60 -1.99 -0.527
C -0.463 2.559 -6.284 0.02 1.26 1.20 -0.056
O -0.540 1.871 -4.120 -0.29 -0.74 1.92 -0.073
H 0.392 -0.015 -6.835 -0.15 0.68 0.94 0.094
H -0.959 -0.151 -5.713 -0.12 -0.13 0.10 0.077
H 0.708 -0.532 -5.172 -0.53 0.50 -0.18 0.077
H 1.253 1.889 -5.186 -0.73 -0.20 0.17 0.142
H -0.029 2.495 -7.251 0.27 -0.25 -0.94 0.063
H -0.267 3.592 -5.914 -0.19 -0.57 -0.27 0.082
H -1.554 2.456 -6.313 0.20 -0.26 -0.12 0.088
H -0.196 1.374 -3.348 -0.03 0.26 -0.49 0.073
```
Forces are in eV/Å.


No. 2
Density functional theory data (ωB97M-V with the def2-TZVPD basis set) for one molecule with the formula CH3BrOS in a non-equilibrium geometry.

Summary:
Net charge = 0
Energy above the lowest of the compared OMol25 structures with the same formula, charge and spin = 6.4 kcal/mol
Frontier orbital gap = 9.67 eV
LUMO energy = -0.063 eV
HOMO energy = -9.7296 eV

Geometry as XYZ:
```
7
Properties=species:S:1:pos:R:3:forces:R:3:lowdin_charge:R:1
C -0.143 0.235 0.079 -0.45 1.03 0.93 -0.268
O -1.901 1.911 -1.015 0.02 -0.03 0.07 -0.589
S -1.840 1.185 0.253 1.98 0.12 0.29 0.434
Br -3.216 -0.525 0.133 -0.23 -0.70 -0.06 0.290
H 0.045 -0.665 0.760 -0.51 1.33 -1.27 0.072
H 0.653 1.023 0.140 -0.79 -0.52 0.71 0.050
H -0.211 0.148 -0.985 -0.01 -1.23 -0.67 0.010
```
Forces are in eV/Å.